ORCA calculation (the ωB97M-V functional and the def2-TZVPD basis) on a molecular structure, C37H54CaN8O4PS3.

Calculated values
Energy above the lowest of the compared OMol25 structures with the same formula, charge and spin: 20.6 kcal per mole
Total charge: +1
LUMO level: -2.5 eV
Highest occupied orbital energy: -9.64 eV
Gap between HOMO and LUMO: 7.2 eV
DFT total energy: -119593.7956 eV

Element x y z (Å)
Ca 1.1986 0.3901 -0.8230
C 3.4174 -4.5590 0.1137
O 2.5923 -4.3490 -1.0578
C 2.5652 -3.0189 -1.2646
N 3.2246 -2.2538 -0.5029
C 3.8823 -3.1426 0.5085
C 3.5719 -2.7463 1.9471
C 3.4624 -1.4013 2.2788
C 3.2175 -0.9944 3.5792
C 3.0858 -1.9454 4.5862
C 3.2230 -3.2913 4.2767
C 3.4713 -3.6896 2.9643
C 1.7509 -2.6317 -2.4505
C 1.4038 -3.6066 -3.3672
C 0.7314 -3.2353 -4.5177
C 0.4146 -1.9093 -4.7003
C 0.7623 -1.0101 -3.7095
N 1.4276 -1.3417 -2.6019
C 0.4013 0.4319 -3.8682
N 0.6440 1.3615 -3.0278
C 0.2234 2.6409 -3.6725
C -0.3374 2.1853 -5.0349
O -0.1191 0.7505 -5.0508
C -0.8049 3.4347 -2.9066
C -0.6755 4.8126 -2.7783
C -1.6565 5.5540 -2.1242
C -2.7667 4.9146 -1.5867
C -2.9010 3.5344 -1.7185
C -1.9311 2.7985 -2.3869
H 4.2314 -5.2182 -0.1634
H 2.8057 -5.0330 0.8736
H 4.9582 -3.0517 0.3757
H 3.5730 -0.6881 1.4751
H 3.1269 0.0615 3.8152
H 2.8899 -1.6380 5.6086
H 3.1424 -4.0398 5.0578
H 3.5979 -4.7484 2.7534
H 1.6748 -4.6343 -3.1777
H 0.4599 -3.9762 -5.2587
H -0.1228 -1.5611 -5.5687
H 1.1169 3.2479 -3.8006
H 0.1728 2.6219 -5.8857
H -1.4030 2.3689 -5.1147
H 0.1970 5.3144 -3.1941
H -1.5540 6.6311 -2.0401
H -3.5278 5.4900 -1.0695
H -3.7595 3.0220 -1.2900
H -2.0399 1.7168 -2.4897
N -0.0251 2.1679 0.2759
C 0.8116 3.2264 0.8879
C 1.9511 2.5534 1.6267
N 2.7511 1.7684 0.6586
C 3.8099 2.5093 -0.0628
C 3.6921 2.2903 -1.5688
N 3.4646 0.8480 -1.8203
H -0.7323 2.5813 -0.3154
H -0.5533 1.6993 1.0097
H 0.2557 3.8653 1.5677
H 1.2088 3.8605 0.0892
H 1.5237 1.8547 2.3456
H 2.5508 3.2842 2.1691
H 3.1671 0.9842 1.1436
H 4.7942 2.1855 0.2739
H 3.7313 3.5744 0.1523
H 4.5704 2.6871 -2.0676
H 2.8144 2.8313 -1.9392
H 4.2453 0.2895 -1.4922
H 3.3628 0.6588 -2.8123
C 0.1088 0.8310 5.0574
C -0.9974 0.7790 4.0268
C -1.5682 2.1532 3.7479
O -0.4075 0.2096 2.8105
P -1.1561 -0.9150 1.9064
S -2.8001 -0.1689 1.1510
S 0.3606 -1.5656 0.7756
O -1.5717 -2.0546 2.9472
C -0.6292 -3.0130 3.5281
C -0.8979 -3.0486 5.0141
C -0.8325 -4.3534 2.8561
H -0.2913 1.1379 6.0284
H 0.8807 1.5506 4.7545
H 0.5749 -0.1521 5.1617
H -1.7839 0.1141 4.3734
H -0.7864 2.8119 3.3448
H -1.9403 2.5934 4.6797
H -2.3880 2.0956 3.0373
H 0.3854 -2.6638 3.3451
H -1.9495 -3.2874 5.2023
H -0.6686 -2.0863 5.4805
H -0.2756 -3.8166 5.4834
H -1.8565 -4.7045 3.0192
H -0.1335 -5.0907 3.2678
H -0.6580 -4.2663 1.7827
S -2.0977 -0.8961 -2.3961
C -3.7779 -0.5924 -2.3820
N -4.4875 -0.7201 -1.2610
C -5.9230 -0.4185 -1.1360
C -6.3405 0.5712 -2.2047
C -5.8740 0.0646 -3.5541
N -4.4326 -0.2060 -3.4950
H -3.9270 -0.8032 -0.4211
H -6.0939 -0.0129 -0.1411
H -6.5055 -1.3380 -1.2260
H -5.8814 1.5444 -2.0026
H -7.4238 0.6953 -2.2059
H -6.0523 0.8080 -4.3236
H -6.4245 -0.8386 -3.8268
H -3.8898 -0.2354 -4.3375



ORCA calculation (the ωB97M-V functional and the def2-TZVPD basis) on a molecular structure, H12LiO6.

Calculated values
Energy above the lowest of the compared OMol25 structures with the same formula, charge and spin: 10.7 kcal per mole
Total charge: +1
LUMO level: -3.5 eV
Highest occupied orbital energy: -13.91 eV
Gap between HOMO and LUMO: 10.4 eV
DFT total energy: -12681.7066 eV

Element x y z (Å)
Li -10.7272 6.8918 -10.1482
O -12.2929 10.3945 -9.5948
H -11.5754 9.7625 -9.4563
H -12.6027 10.2174 -10.4881
O -10.4617 6.6183 -8.2218
H -9.5723 6.3153 -7.9953
H -10.8845 6.8067 -7.3737
O -12.3259 7.5607 -11.0425
H -12.2882 7.6119 -12.0079
H -13.2155 7.2371 -10.8469
O -9.6340 9.0370 -10.1889
H -9.2004 9.0102 -9.3231
H -9.1590 9.7258 -10.6753
O -11.2474 4.8172 -10.5802
H -11.9123 4.1266 -10.4732
H -10.4438 4.3486 -10.8415
O -8.7360 6.4582 -10.9711
H -8.4459 7.3468 -11.2172
H -7.9350 6.0114 -10.6678



ORCA calculation (the ωB97M-V functional and the def2-TZVPD basis) on 2 unconnected molecules or ions with the total composition C2H3ClSi.

Calculated values
Spin multiplicity: 3
Energy above the lowest of the compared OMol25 structures with the same formula, charge and spin: 74.3 kcal per mole
Total charge: 0
LUMO level (alpha / beta): 0.2 / -3.4 eV
Highest occupied orbital energy (alpha / beta): -5.50 / -10.63 eV
Gap between HOMO and LUMO (alpha / beta): 5.7 / 7.2 eV
DFT total energy: -22514.0043 eV
⟨S²⟩: 2.014

Element x y z (Å)
C 0.7801 0.9512 -0.0331
C 1.6705 -0.0180 -0.0201
Si -0.0719 -0.7088 -0.0235
Cl 3.3894 -0.1378 0.0079
H 0.9292 2.5137 0.2134
H -0.9194 -0.8868 1.2642
H -0.4878 -1.7102 -1.2087